ORCA calculation (ωB97M-V with the def2-TZVPD basis set) on a structure of composition C29H32ClEuN12O3P at a distorted geometry.

Properties
- Molecular weight: 815.047 g mol⁻¹
- Orbital gap (alpha / beta): 5.3 / 7.6 eV
- Total charge: 0
- Spin multiplicity: 8
- <S²>: 15.759
- Relative energy (zero: lowest compared OMol25 entry of this formula, charge and spin): 0.000 eV

Last column: Mulliken charge in e.
Element x y z (Å)
Eu: -0.43681 0.13488 -0.21904  0.80
O: 1.26793 -3.81986 -2.17385  -0.77
C: 1.62509 -4.48111 -1.05992  0.64
C: 2.45953 -5.59018 -1.22880  -0.68
C: 2.89744 -6.30271 -0.13086  -0.26
C: 2.52004 -5.92681 1.15825  -0.84
C: 1.68916 -4.83171 1.32327  -0.10
C: 1.22145 -4.09558 0.23547  -0.21
C: 0.32524 -2.89891 0.41167  0.49
O: -0.00023 -2.22868 -0.62253  -0.39
N: -0.04289 -2.66033 1.65806  -1.20
N: -0.72158 -1.46307 1.75779  0.76
C: -1.47925 -1.36348 2.77116  -1.02
C: -2.27238 -0.12856 2.97013  0.88
C: -3.03165 0.04749 4.12316  -0.59
C: -3.77299 1.21117 4.26498  -0.61
C: -3.73725 2.16244 3.25788  -0.76
C: -2.95544 1.90366 2.13783  -0.66
N: -2.24944 0.78606 1.99426  0.83
H: 0.76993 -3.01653 -1.85081  0.32
H: 2.75135 -5.86049 -2.23632  0.45
H: 3.54409 -7.16118 -0.27617  0.37
H: 2.86746 -6.48677 2.01743  0.40
H: 1.37125 -4.51766 2.31005  0.44
H: -1.56214 -2.18602 3.48130  0.27
H: -3.02860 -0.71737 4.89126  0.47
H: -4.37030 1.37260 5.15501  0.42
H: -4.29766 3.08618 3.32711  0.45
H: -2.87212 2.59380 1.30248  0.34
C: 2.51050 5.10906 1.45490  -0.74
N: 1.72888 3.89733 1.67461  0.21
C: 0.95293 3.64774 2.78152  -0.64
C: 0.40541 2.41511 2.58298  -0.67
N: 0.81865 1.90814 1.38231  0.39
C: 1.61712 2.80438 0.85598  -0.11
P: 2.66179 2.59303 -0.61699  -0.37
C: 1.55387 2.30604 -2.02114  0.13
N: 0.96601 1.17371 -2.32036  -0.09
C: 0.36362 1.36441 -3.53512  -0.70
C: 0.58013 2.63739 -3.96235  -0.44
N: 1.34560 3.23996 -2.99092  0.29
C: 1.79928 4.62161 -3.00453  -0.83
C: 3.21098 0.89256 -0.33813  -0.42
N: 2.44284 -0.12174 -0.01960  0.48
C: 3.27718 -1.20352 0.10254  -0.37
C: 4.56398 -0.83073 -0.15196  -0.80
N: 4.52063 0.51375 -0.43544  0.22
C: 5.66830 1.35421 -0.75296  -0.82
H: 2.19174 5.84926 2.18444  0.32
H: 2.33174 5.50495 0.45856  0.24
H: 3.57600 4.92333 1.57617  0.29
H: 0.86009 4.36236 3.58307  0.43
H: -0.26792 1.87721 3.22825  0.56
H: -0.23102 0.59288 -3.99102  0.55
H: 0.24409 3.17613 -4.83225  0.42
H: 1.24595 5.15296 -3.77409  0.34
H: 2.86522 4.69605 -3.21387  0.32
H: 1.58408 5.09812 -2.05074  0.26
H: 2.92182 -2.18920 0.36169  0.39
H: 5.48825 -1.38351 -0.16816  0.40
H: 6.53212 0.70776 -0.88239  0.32
H: 5.87292 2.06639 0.04399  0.29
H: 5.49714 1.89643 -1.67942  0.31
C: -6.19892 -1.91383 -1.77263  -1.15
N: -4.81331 -1.52778 -1.67560  0.16
C: -3.83677 -1.47032 -2.75612  -0.46
C: -2.61555 -0.94532 -2.00107  -0.14
O: -1.53178 -0.70851 -2.49094  -0.40
N: -2.92615 -0.77184 -0.67641  0.29
C: -4.18434 -1.10729 -0.55169  0.18
N: -4.82923 -1.04474 0.62637  -0.30
H: -6.42799 -2.11768 -2.81584  0.40
H: -6.86811 -1.11394 -1.44311  0.36
H: -6.41513 -2.82018 -1.20057  0.33
H: -4.12630 -0.77483 -3.54414  0.36
H: -3.63196 -2.45076 -3.18671  0.32
H: -4.33131 -0.62199 1.39229  0.06
H: -5.81467 -1.20602 0.70764  0.21
Cl: -1.62763 2.38018 -0.89134  -0.63